Record 1
Entry from OMol25: 2 unconnected molecules or ions with the total composition C4H10NOP at a distorted geometry (ωB97M-V with the def2-TZVPD basis set).

Structure (XYZ):
```
17
Properties=species:S:1:pos:R:3:forces:R:3:mulliken_spin:R:1
C -1.36385 -0.61835 -0.85484 0.739 -3.588 2.885 0.877
C -1.51923 -2.76166 0.47443 -1.004 -1.678 -0.264 0.023
C 2.37419 2.54868 -0.26196 0.765 0.991 1.375 0.165
C -1.83405 -1.78283 -0.57383 -3.186 0.345 -0.980 -0.060
N 0.81236 0.23437 0.05352 -0.240 2.524 1.301 0.733
O 0.14127 2.19158 1.39964 -0.460 1.782 0.539 0.007
P 0.54362 1.88622 -0.09770 2.849 -1.797 -1.486 0.201
H -1.42084 0.13205 -1.47083 -0.656 3.755 -3.246 0.008
H -2.15843 -2.73564 1.34854 -0.092 0.940 0.431 -0.007
H -0.49238 -2.67812 0.75029 0.695 -0.438 0.329 -0.001
H -1.87569 -3.76719 0.12915 1.206 0.475 -0.109 -0.007
H 2.80434 2.26751 -1.25742 -0.488 0.270 0.896 -0.005
H 2.32714 3.67894 -0.14836 -0.086 -1.241 -0.558 -0.009
H 3.12680 2.27154 0.60699 -1.809 -0.066 -1.708 -0.004
H 0.16245 1.32360 1.75797 -0.113 -1.459 1.409 0.000
H -2.83246 -1.97337 -1.12865 1.244 -0.212 0.527 0.124
H 1.20476 -0.21733 -0.72693 0.633 -0.607 -1.341 -0.046
```
Positions in Å, forces in eV/Å.

Properties
HOMO energy (spin up / spin down), eV: -7.06 / -9.32
LUMO level (spin up / spin down), eV: 1.1 / -1.7
Largest force on an atom, hartree/bohr: 0.0974
ΔE to the lowest compared entry with this formula, charge and spin, kJ/mol: 202.2
Multiplicity: 3
Frontier orbital gap (spin up / spin down), eV: 8.161 / 7.668

=====

Record 2
Entry from OMol25: 2 unconnected molecules or ions with the total composition C4H10NOS at a distorted geometry (ωB97M-V with the def2-TZVPD basis set).

Structure (XYZ):
```
17
Properties=species:S:1:pos:R:3:forces:R:3:nbo_charge:R:1
O -1.35435 1.06974 1.32950 2.170 -2.460 -2.454 -0.294
C -0.81499 0.19473 0.62278 -2.456 -0.189 1.840 0.258
C 0.44950 0.29596 -0.13024 2.009 -0.080 0.677 0.355
C 1.15769 -0.97714 -0.37229 -3.293 0.121 0.227 -0.569
C 2.27230 -1.29499 0.59511 2.106 -0.458 3.192 -0.536
S 3.88257 -0.44411 0.24833 -0.755 -1.045 -0.005 0.106
N -3.84103 1.60983 -0.84759 0.948 -1.878 0.574 -1.072
H -1.11322 -0.92698 0.55716 -0.464 1.800 0.598 0.160
H 0.98442 1.24128 -0.26150 -0.410 0.044 -0.253 0.241
H 1.42118 -1.02677 -1.39562 1.058 0.157 -1.267 0.313
H 0.40801 -1.77412 -0.24507 0.115 0.099 0.006 0.251
H 1.98095 -1.08672 1.69408 0.166 0.037 -1.847 0.251
H 2.46316 -2.41393 0.67648 -0.206 1.381 -0.799 0.290
H 3.34857 0.76217 0.19500 -0.062 0.585 0.120 0.098
H -3.94426 0.70052 -1.31785 -0.242 1.340 0.185 0.384
H -4.17641 2.47039 -1.22292 0.005 0.030 -0.220 0.401
H -3.12410 1.60016 -0.12538 -0.691 0.513 -0.572 0.363
```
Positions in Å, forces in eV/Å.

Properties
HOMO energy, eV: -12.61
LUMO level, eV: -9.1
Largest force on an atom, hartree/bohr: 0.0797
ΔE to the lowest compared entry with this formula, charge and spin, kJ/mol: 586.1
Charge: +1
Frontier orbital gap, eV: 3.561

=====

Record 3
Entry from OMol25: a molecular structure, C4H10NOS at a distorted geometry (ωB97M-V with the def2-TZVPD basis set).

Structure (XYZ):
```
17
Properties=species:S:1:pos:R:3:forces:R:3:nbo_charge:R:1
C 0.01405 0.72344 1.66549 0.433 1.055 -2.061 -0.526
C -0.70701 1.07799 -0.50351 -4.572 -0.725 -0.321 -0.583
C -0.01058 -0.01823 0.27049 -1.172 -0.007 0.965 0.472
C 1.61357 -0.23856 -1.43597 1.756 0.473 0.278 -0.256
N -0.98627 -1.31355 0.51227 -1.148 -0.884 -2.475 -0.745
O 1.05524 -0.62450 -0.21580 0.432 -1.816 1.186 -0.518
S -1.32838 1.86834 1.06507 1.181 -0.334 -0.360 0.230
H -0.33116 0.14029 2.43905 -0.522 -1.353 1.931 0.214
H 0.95628 1.22129 1.96335 -0.431 -0.304 -0.575 0.264
H -0.11116 1.63806 -1.17067 0.850 0.872 -0.269 0.253
H -1.70978 0.81488 -1.09968 2.474 0.071 0.928 0.252
H 1.97897 0.74581 -1.15500 1.584 -0.042 -0.831 0.192
H 0.89478 0.02017 -2.15061 -1.315 -0.481 -1.434 0.181
H 2.32218 -1.06164 -1.76430 -0.746 1.525 0.425 0.241
H -1.63284 -1.64070 -0.29929 1.528 1.212 1.061 0.445
H -1.65060 -1.22072 1.25437 -0.240 0.186 1.084 0.435
H -0.36728 -2.13238 0.62476 -0.092 0.551 0.469 0.451
```
Positions in Å, forces in eV/Å.

Properties
HOMO energy, eV: -13.13
LUMO level, eV: -3.5
Largest force on an atom, hartree/bohr: 0.0902
ΔE to the lowest compared entry with this formula, charge and spin, kJ/mol: 281.0
Charge: +1
Frontier orbital gap, eV: 9.643

=====

Record 4
Entry from OMol25: 2 unconnected molecules or ions with the total composition C4H10NOS at a distorted geometry (ωB97M-V with the def2-TZVPD basis set).

Structure (XYZ):
```
17
Properties=species:S:1:pos:R:3:forces:R:3:mulliken_spin:R:1
C -0.16523 -0.73566 1.58038 1.157 -1.094 1.418 0.008
C -1.63760 -0.56326 1.15324 1.544 0.181 -1.136 -0.041
C -0.18405 1.35251 0.45711 -2.257 3.219 -0.898 0.655
C 1.08486 -0.39600 -2.15610 2.600 -0.492 -1.719 0.007
N 0.45185 0.48797 1.23176 3.804 0.389 1.959 0.435
O 0.47464 0.74588 -1.60153 0.044 0.147 -1.802 0.023
S -1.86715 1.03445 0.30279 0.473 -1.017 0.330 0.806
H -0.15476 -0.85685 2.70590 -0.019 0.189 -0.949 0.044
H 0.52585 -1.64435 1.26099 -1.961 1.497 -0.078 0.044
H -1.92445 -1.38004 0.53392 -0.849 -0.565 -0.366 0.022
H -2.24955 -0.37488 1.98580 -1.011 -0.546 1.306 0.039
H 0.14876 2.33550 0.17439 0.373 -0.207 0.227 -0.022
H 1.62963 -0.26460 -3.23544 -1.465 -0.045 2.627 0.002
H 0.41890 -1.23824 -2.20590 -0.596 -0.280 -0.330 0.002
H 1.87569 -0.69616 -1.44027 -0.189 0.192 -0.487 -0.001
H 1.39201 0.86508 1.56989 -1.734 -1.422 -0.201 -0.026
H 0.18060 1.32865 -2.31691 0.087 -0.144 0.099 0.003
```
Positions in Å, forces in eV/Å.

Properties
HOMO energy (spin up / spin down), eV: -10.29 / -14.23
LUMO level (spin up / spin down), eV: -3.1 / -7.8
Largest force on an atom, hartree/bohr: 0.0835
ΔE to the lowest compared entry with this formula, charge and spin, kJ/mol: 79.1
Multiplicity: 3
Charge: +1
Frontier orbital gap (spin up / spin down), eV: 7.166 / 6.420

=====

Record 5
Entry from OMol25: 2 unconnected molecules or ions with the total composition C4H10NP at a distorted geometry (ωB97M-V with the def2-TZVPD basis set).

Structure (XYZ):
```
16
Properties=species:S:1:pos:R:3:forces:R:3:nbo_charge:R:1
C 1.21783 0.10813 -0.03010 0.614 -1.316 -0.016 0.150
C 2.54201 -0.38914 0.49395 0.986 3.685 0.521 -0.625
C 0.86636 1.48864 0.42571 -0.178 1.022 0.126 -0.678
C -2.89683 -0.20900 1.06421 1.154 -1.248 2.324 -1.010
N 0.58190 -0.78589 -0.62072 -0.971 0.788 -0.309 -0.239
P -2.47824 0.07314 -0.67530 -0.141 0.104 -0.521 0.373
H 2.90152 -1.27800 0.11826 0.482 -1.896 -1.159 0.228
H 2.39524 -0.52170 1.56201 0.393 0.315 0.309 0.223
H 3.27967 0.47840 0.24700 -0.847 -1.680 0.821 0.209
H 0.39272 2.08613 -0.35247 -0.154 -0.252 -0.175 0.247
H 1.79174 2.09404 0.71870 -1.408 -1.110 0.118 0.229
H 0.08609 1.34683 1.21166 0.897 0.529 -0.180 0.242
H -2.10662 0.31671 1.64812 -0.641 0.185 -0.129 0.228
H -2.63972 -1.27155 1.36090 -0.674 1.002 -0.462 0.234
H -3.86838 0.03629 1.53192 0.375 0.146 -0.693 0.245
H -2.18419 -1.28049 -0.83728 0.114 -0.273 -0.574 -0.053
```
Positions in Å, forces in eV/Å.

Properties
HOMO energy (spin up / spin down), eV: -9.06 / -7.96
LUMO level (spin up / spin down), eV: -0.4 / 0.2
Largest force on an atom, hartree/bohr: 0.0749
ΔE to the lowest compared entry with this formula, charge and spin, kJ/mol: 307.4
Frontier orbital gap (spin up / spin down), eV: 8.627 / 8.123

=====

Record 6
Entry from OMol25: a gas-phase ion, C4H10NS (charge -1) at a distorted geometry (ωB97M-V with the def2-TZVPD basis set).

Structure (XYZ):
```
16
Properties=species:S:1:pos:R:3:forces:R:3:nbo_charge:R:1
C 2.30359 -0.38689 0.67263 0.553 -0.033 0.607 -0.608
C 1.00326 0.26440 0.20493 0.251 -1.377 -0.974 -0.234
N -0.00569 -0.81292 0.08477 -0.718 0.267 0.529 -0.634
C -1.14316 -0.47832 -0.79823 0.386 0.497 -0.593 -0.235
C -1.96271 0.69359 -0.29820 -1.022 -0.230 1.400 -0.546
S -3.23399 1.35385 -1.41750 0.135 -0.157 -0.072 -0.712
H 2.05665 -1.22130 1.33862 0.058 0.062 -0.101 0.204
H 2.95237 -0.78190 -0.11900 -0.448 0.010 -0.079 0.198
H 2.94029 0.28837 1.25536 -0.104 0.155 -0.058 0.184
H 1.14175 0.63625 -0.82149 -0.102 0.396 0.432 0.191
H 0.71794 1.05063 0.89200 -0.136 0.387 -0.027 0.174
H -0.48555 -0.85283 0.98679 0.489 -0.342 0.141 0.333
H -1.79197 -1.35709 -0.91806 0.252 0.159 -0.025 0.187
H -0.72855 -0.20886 -1.77291 -0.077 -0.185 -0.170 0.178
H -1.30861 1.49754 0.05184 0.136 0.008 -0.233 0.168
H -2.45561 0.31548 0.65846 0.349 0.384 -0.776 0.151
```
Positions in Å, forces in eV/Å.

Properties
HOMO energy, eV: -2.28
SMILES string: CCNCC[S-]
LUMO level, eV: 3.7
Largest force on an atom, hartree/bohr: 0.0340
ΔE to the lowest compared entry with this formula, charge and spin, kJ/mol: 24.5
Charge: -1
Frontier orbital gap, eV: 5.943